No. 1
Computed, not measured: C32H32ClInNP as an isolated structure, with wB97M-V/def2-TZVPD.

Calculated values
2S+1 = 1
largest force on an atom = 3.5 eV/A
Kohn-Sham gap = 6.96 eV

Last column: Löwdin charge in e.
Element x y z (Å)
C -0.81 -2.56 2.66  -0.1630
C -0.77 -2.90 1.30  -0.1274
C 0.59 -2.92 0.87  -0.1322
H -1.62 -3.18 0.68  0.0935
C 1.42 -2.59 1.97  -0.2226
C 0.55 -2.33 3.12  -0.2864
H 0.88 -2.34 4.16  0.0935
H -1.70 -2.52 3.30  0.0999
H 0.94 -3.22 -0.12  0.0909
H 2.50 -2.65 2.02  0.0965
In 0.76 -0.15 2.48  0.6469
Cl 2.58 0.50 1.09  0.0894
P 0.21 -0.38 -2.24  1.0609
C 1.44 -1.55 -2.78  -0.3938
C 1.20 -2.41 -3.87  -0.0962
H 0.23 -2.35 -4.37  0.1049
C 2.20 -3.29 -4.28  -0.0927
H 2.02 -3.93 -5.15  0.1036
C 3.42 -3.34 -3.60  -0.0905
H 4.22 -4.01 -3.95  0.1033
C 3.64 -2.51 -2.48  -0.0812
H 4.60 -2.56 -1.96  0.1017
C 2.66 -1.62 -2.06  -0.0972
H 2.78 -0.98 -1.19  0.0432
C -1.47 -0.91 -2.58  -0.3739
C -1.87 -2.23 -2.29  -0.1137
H -1.13 -2.93 -1.89  0.0971
C -3.18 -2.63 -2.53  -0.0941
H -3.48 -3.67 -2.37  0.1037
C -4.13 -1.71 -3.00  -0.0978
H -5.14 -2.04 -3.27  0.0999
C -3.76 -0.36 -3.18  -0.0986
H -4.50 0.36 -3.53  0.1017
C -2.45 0.04 -2.95  -0.0971
H -2.15 1.09 -3.06  0.0998
C 0.60 1.30 -2.64  -0.3899
C 1.14 1.56 -3.92  -0.0816
H 1.36 0.71 -4.58  0.1066
C 1.34 2.88 -4.31  -0.0868
H 1.71 3.08 -5.32  0.1034
C 1.06 3.92 -3.41  -0.0867
H 1.18 4.95 -3.74  0.1019
C 0.62 3.65 -2.11  -0.0799
H 0.43 4.47 -1.41  0.1022
C 0.41 2.33 -1.69  -0.0861
H 0.14 2.08 -0.67  0.0766
C 2.02 0.67 5.10  -0.0714
N 0.97 1.29 4.25  -0.3514
C 1.39 2.52 3.52  -0.0954
C -0.39 1.48 4.87  -0.1247
C -1.38 1.65 3.73  -0.2592
C -2.51 2.47 3.85  -0.0416
C -3.27 2.75 2.70  -0.0899
C -2.95 2.17 1.48  -0.0719
C -1.83 1.30 1.37  -0.1071
C -1.09 1.07 2.50  -0.1971
H 2.69 1.44 5.51  0.0927
H 2.62 -0.02 4.48  0.0757
H 1.56 0.08 5.91  0.0944
H 1.01 2.47 2.48  0.0478
H 0.94 3.41 3.99  0.1006
H 2.49 2.59 3.47  0.0908
H -0.60 0.61 5.52  0.1319
H -0.37 2.39 5.50  0.1303
H -2.75 2.90 4.82  0.1115
H -4.11 3.44 2.78  0.1009
H -3.55 2.35 0.59  0.1002
H -1.55 0.85 0.41  0.0812



No. 2
Computed, not measured: C45H29F9N10NiP as an isolated structure, with wB97M-V/def2-TZVPD.

Calculated values
2S+1 = 1
largest force on an atom = 2.2 eV/A
Kohn-Sham gap (spin up / spin down) = 4.10 / 4.77 eV
total charge = +1

Last column: Löwdin charge in e.
Element x y z (Å)
Ni -0.83 0.31 -1.52  0.3592
C -1.38 2.30 -5.29  -0.0407
C -1.19 3.64 -4.97  -0.0359
C -1.30 4.02 -3.65  0.0177
C -1.55 3.05 -2.67  -0.3009
N -1.58 1.73 -2.98  0.0876
C -1.55 1.39 -4.26  -0.1287
N -1.84 3.53 -1.42  0.1969
C -2.12 2.80 -0.41  -0.2655
N -2.03 1.42 -0.30  0.1060
C -2.25 1.07 0.96  -0.2455
N -2.24 -0.23 1.30  0.1553
C -1.15 -2.27 1.90  -0.2094
C -0.96 -3.25 2.86  0.0268
C -0.88 -4.57 2.44  -0.0258
C -0.99 -4.85 1.09  -0.0403
C -1.14 -3.79 0.21  -0.1396
N -1.21 -2.53 0.60  0.0710
C -2.55 2.23 1.78  -0.0703
C -2.89 2.40 3.11  0.0337
C -3.21 3.69 3.54  -0.0314
C -3.22 4.76 2.66  -0.0388
C -2.87 4.60 1.32  0.0138
C -2.52 3.33 0.90  -0.0949
H -1.38 1.97 -6.31  0.1110
H -1.02 4.37 -5.74  0.1178
H -1.21 5.04 -3.33  0.1199
H -1.69 0.34 -4.50  0.1034
H -0.89 -2.99 3.91  0.1223
H -0.75 -5.36 3.16  0.1163
H -0.98 -5.87 0.73  0.1084
H -1.21 -3.96 -0.86  0.1020
H -2.90 1.57 3.79  0.1055
H -3.47 3.84 4.57  0.1170
H -3.51 5.73 3.01  0.1136
H -2.88 5.42 0.63  0.1208
N 2.10 -0.84 -4.41  0.0694
C 1.81 0.07 -3.47  -0.0833
N 0.63 -0.22 -2.95  0.0879
C 0.23 -1.34 -3.63  -0.3276
N 1.11 -1.73 -4.52  0.1523
C -1.07 -1.94 -3.39  -0.2117
C -1.58 -2.95 -4.20  -0.0467
N -2.80 -3.42 -4.03  0.1114
C -3.52 -2.91 -3.05  -0.0800
C -3.01 -1.93 -2.20  -0.0791
N -1.79 -1.45 -2.36  0.0896
H 2.91 -0.91 -5.02  0.1767
H 2.44 0.89 -3.19  0.1360
H -1.00 -3.37 -5.01  0.1257
H -4.53 -3.28 -2.94  0.1197
H -3.60 -1.53 -1.39  0.1189
F 3.99 -6.09 -0.13  0.1462
C 4.36 -5.05 0.62  -0.5954
F 5.59 -4.70 0.22  0.1493
F 4.48 -5.50 1.88  0.1513
C 3.40 -3.89 0.52  -0.1047
C 2.51 -3.79 -0.53  0.0064
C 1.68 -2.69 -0.61  -0.0938
C 1.73 -1.69 0.36  -0.3272
C 2.64 -1.80 1.41  -0.0406
C 3.48 -2.89 1.49  0.0187
P 0.57 -0.27 0.24  1.1313
C 0.06 -0.15 1.98  -0.2930
C 0.77 0.51 2.96  -0.1146
C 0.34 0.53 4.28  -0.0506
C -0.90 -0.06 4.62  -0.1644
C -1.70 -0.64 3.69  -0.0121
C -1.27 -0.79 2.28  -0.3695
C -1.31 0.04 6.06  -0.5985
F -2.42 -0.64 6.35  0.1431
F -1.53 1.32 6.42  0.1405
F -0.35 -0.43 6.87  0.1499
C 1.74 1.12 0.09  -0.3326
C 3.00 0.97 -0.48  -0.0850
C 3.79 2.07 -0.76  -0.0051
C 3.30 3.34 -0.48  -0.1053
C 2.05 3.52 0.10  0.0190
C 1.28 2.41 0.37  -0.0690
C 4.17 4.54 -0.80  -0.5934
F 4.70 4.45 -2.03  0.1405
F 3.49 5.69 -0.75  0.1475
F 5.20 4.65 0.06  0.1562
H 2.46 -4.57 -1.28  0.1248
H 0.97 -2.59 -1.42  0.0791
H 2.69 -1.04 2.17  0.1103
H 4.19 -2.99 2.30  0.1326
H 1.69 1.02 2.71  0.1063
H 0.93 1.00 5.06  0.1077
H -2.66 -1.06 3.96  0.1299
H -2.18 -0.81 0.45  0.0808
H 3.37 -0.02 -0.70  0.1072
H 4.77 1.95 -1.19  0.1297
H 1.69 4.51 0.31  0.1280
H 0.30 2.55 0.82  0.1011



No. 3
Computed, not measured: C29H23N2O4PPtS as an isolated structure, with wB97M-V/def2-TZVPD.

Calculated values
relative energy (zero: lowest compared OMol25 entry of this formula, charge and spin) = 14.4 kcal per mole
2S+1 = 1
largest force on an atom = 1.0 eV/A
Kohn-Sham gap = 7.00 eV

Last column: Löwdin charge in e.
Element x y z (Å)
Pt -0.27 0.44 -0.18  1.0168
O -1.92 -1.06 3.10  0.0701
C -1.13 -0.44 2.42  -0.6988
O -1.46 0.33 1.40  -0.2569
C 0.35 -0.45 2.77  -0.2027
P 1.33 0.00 1.31  0.9604
C 2.24 -1.47 0.74  -0.2583
C 3.55 -1.53 0.49  -0.0665
C 4.19 -2.68 -0.16  -0.0521
C 3.49 -3.76 -0.48  -0.0404
C 2.04 -3.92 -0.16  -0.1672
C 1.32 -2.64 0.37  -0.2159
C 2.31 1.46 1.74  -0.3270
C 1.52 2.60 1.93  -0.0943
C 2.11 3.83 2.21  -0.0568
C 3.49 3.94 2.29  -0.0685
C 4.28 2.81 2.11  -0.0713
C 3.70 1.58 1.84  -0.0858
H 0.64 -1.41 3.18  0.0988
H 0.51 0.31 3.54  0.1060
H 4.19 -0.71 0.74  0.0655
H 5.24 -2.61 -0.41  0.1066
H 3.97 -4.58 -1.00  0.1235
H 1.95 -4.72 0.58  0.1535
H 0.74 -2.91 1.25  0.1453
H 0.45 2.54 1.81  0.1019
H 1.48 4.70 2.34  0.1124
H 3.95 4.90 2.48  0.1079
H 5.36 2.89 2.18  0.1076
H 4.34 0.73 1.75  0.0806
O 0.50 2.74 -1.50  -0.3482
S 0.94 1.86 -2.56  0.5758
O 0.47 2.13 -3.89  -0.2918
N 0.53 0.37 -2.02  -0.3022
C 1.06 -0.81 -2.58  -0.2354
C 1.68 -0.84 -3.85  -0.0187
C 2.18 -2.02 -4.37  -0.0610
C 2.10 -3.22 -3.67  -0.0255
C 1.48 -3.21 -2.43  -0.1418
C 1.27 -4.36 -1.46  -0.1709
C -0.21 -4.41 -1.13  -0.0009
C -0.68 -3.25 -0.70  -0.0516
N 0.31 -2.19 -0.63  -0.0869
C 0.97 -2.03 -1.91  -0.1391
C 2.70 1.90 -2.64  -0.2793
C 3.30 2.62 -3.66  -0.0476
C 4.69 2.66 -3.73  -0.0664
C 5.46 1.99 -2.79  -0.0749
C 4.84 1.27 -1.77  -0.0668
C 3.46 1.23 -1.69  -0.0583
H 1.74 0.07 -4.42  0.1012
H 2.64 -2.01 -5.35  0.1061
H 2.49 -4.14 -4.08  0.1107
H 1.66 -5.30 -1.84  0.1457
H -0.80 -5.32 -1.23  0.1122
H -1.68 -3.03 -0.37  0.1232
H 2.69 3.12 -4.40  0.1167
H 5.17 3.22 -4.53  0.1068
H 6.54 2.02 -2.85  0.1043
H 5.44 0.73 -1.05  0.1010
H 2.97 0.66 -0.92  0.0690



No. 4
Computed, not measured: C39H64ClGe2IrN3O2P as an isolated structure, with wB97M-V/def2-TZVPD.

Calculated values
relative energy (zero: lowest compared OMol25 entry of this formula, charge and spin) = 8.7 kcal per mole
2S+1 = 1
largest force on an atom = 1.5 eV/A
Kohn-Sham gap = 4.64 eV
total charge = +2

Last column: Löwdin charge in e.
Element x y z (Å)
Ir 1.05 -0.96 -0.08  1.2140
Cl 0.22 -0.71 7.09  0.7500
C 0.21 -0.52 5.38  -0.6478
C 0.15 0.77 4.83  -0.0327
C 0.13 0.95 3.46  0.0128
C 0.16 -0.15 2.60  -0.3279
O 0.04 0.05 1.28  -0.2835
C 0.22 -1.43 3.16  -0.1591
C 0.23 -2.58 2.31  -0.1634
O 0.27 -2.54 1.07  -0.1686
C 0.24 -1.61 4.55  -0.0207
H 0.13 1.63 5.49  0.1266
H 0.05 1.94 3.04  0.1231
H 0.19 -3.57 2.78  0.1631
H 0.27 -2.61 4.97  0.1334
C -4.59 -2.47 2.61  -0.1686
C -3.13 -2.19 2.25  -0.3670
Ge -2.98 -1.57 0.38  0.8865
C -2.49 -3.00 -0.90  -0.3817
C -3.60 -4.06 -0.92  -0.1674
C -4.72 -0.86 -0.14  -0.2521
C -4.65 0.39 -0.62  -0.3568
Ge -2.75 0.89 -0.56  0.9422
C -1.91 0.89 -2.35  -0.3759
C -2.78 1.51 -3.44  -0.1540
C -2.18 2.41 0.55  -0.3430
C -2.05 3.73 -0.23  -0.1677
C -5.75 1.25 -1.09  -0.2402
C -5.49 2.56 -1.50  -0.0639
C -6.50 3.40 -1.94  -0.0687
C -7.80 2.93 -1.99  -0.0735
C -8.08 1.63 -1.60  -0.0656
C -7.07 0.80 -1.16  -0.0284
H -4.66 -2.90 3.62  0.0746
H -5.05 -3.18 1.92  0.0652
H -5.18 -1.55 2.60  0.0705
H -2.53 -3.10 2.36  0.0517
H -2.71 -1.43 2.91  0.0469
H -1.54 -3.45 -0.60  0.0303
H -2.37 -2.54 -1.88  0.0477
H -3.75 -4.50 0.07  0.0639
H -3.36 -4.87 -1.60  0.0716
H -4.54 -3.63 -1.24  0.0671
H -5.67 -1.39 -0.05  0.0627
H -1.69 -0.15 -2.59  0.0407
H -0.96 1.43 -2.26  0.0254
H -3.76 1.03 -3.49  0.0726
H -2.32 1.41 -4.43  0.0699
H -2.95 2.58 -3.27  0.0632
H -1.22 2.12 0.98  0.0018
H -2.89 2.51 1.37  0.0724
H -1.49 3.59 -1.16  0.0461
H -1.53 4.48 0.36  0.0696
H -3.02 4.14 -0.49  0.0623
H -4.47 2.92 -1.47  0.0657
H -6.27 4.41 -2.25  0.1072
H -8.60 3.58 -2.33  0.1088
H -9.10 1.26 -1.64  0.1098
H -7.31 -0.22 -0.86  0.1064
C 5.31 -2.66 -0.98  -0.0656
C 3.93 -2.00 -1.05  -0.4977
C 2.89 -2.95 -1.67  -0.0932
P 3.25 -1.31 0.50  1.0088
C 3.51 -2.47 1.91  -0.4782
C 4.92 -2.47 2.51  -0.0713
C 3.10 -3.90 1.52  -0.0894
C 4.09 0.29 0.83  -0.4978
C 5.62 0.30 0.71  -0.0717
C 3.63 0.87 2.16  -0.0822
H 5.61 -2.92 -2.00  0.1030
H 5.27 -3.59 -0.41  0.0745
H 6.07 -2.02 -0.55  0.0663
H 4.00 -1.10 -1.67  0.0877
H 3.00 -3.96 -1.27  0.0895
H 3.03 -3.01 -2.75  0.1039
H 1.85 -2.65 -1.49  0.0321
H 2.82 -2.08 2.67  0.0944
H 5.69 -2.68 1.77  0.0756
H 4.96 -3.27 3.25  0.1010
H 5.16 -1.55 3.02  0.0703
H 3.89 -4.39 0.95  0.0786
H 2.18 -3.94 0.94  0.0556
H 2.95 -4.49 2.43  0.1005
H 3.70 0.92 0.02  0.0848
H 6.10 -0.42 1.37  0.0689
H 5.98 1.29 1.00  0.0975
H 5.95 0.11 -0.31  0.0777
H 4.06 0.32 3.00  0.0849
H 2.55 0.85 2.26  0.0427
H 3.96 1.90 2.25  0.0941
C 1.56 4.49 -0.88  -0.1343
C 1.80 3.57 0.30  -0.1436
N 1.44 2.22 -0.09  0.0994
C 1.67 1.71 -1.31  -0.3712
N 1.43 0.40 -1.51  -0.1299
C 1.45 -0.07 -2.91  -0.1965
C 2.62 0.55 -3.65  -0.1349
C 2.42 2.05 -3.64  -0.1209
N 2.07 2.53 -2.29  -0.0027
C 2.32 3.96 -2.08  -0.1149
H 1.90 5.50 -0.65  0.1343
H 0.49 4.53 -1.10  0.1014
H 1.19 3.86 1.16  0.1280
H 2.85 3.61 0.60  0.1222
H 1.08 1.57 0.60  0.0753
H 0.51 0.21 -3.39  0.1102
H 1.50 -1.15 -2.92  0.0883
H 2.65 0.20 -4.68  0.1348
H 3.56 0.29 -3.17  0.1074
H 1.61 2.33 -4.32  0.1420
H 3.32 2.58 -3.95  0.1368
H 2.02 4.48 -2.98  0.1379
H 3.40 4.11 -1.95  0.1384



In order of appearance, molecular weight = 611.86; 970.45; 721.63; 1010.82 u.